1.
C5H6O4Sc | ωB97M-V/def2-TZVPD

Computed properties:
Max |F| = 4.3 eV/Å
Relative energy (zero: lowest compared OMol25 entry of this formula, charge and spin) = 13.2 kcal/mol
Orbital gap = 6.14 eV
HOMO = -12.238 eV

Geometry as ORCA input:
```
! RIJCOSX wB97M-V def2-TZVPD def2/J DEFGRID3
* xyz 1 1
Sc 1.66245 2.08450 1.48150
O -1.08995 0.02642 -0.59509
O 2.58138 1.72721 -0.35845
O -0.01513 0.89876 1.12684
O 3.08888 0.57930 1.39442
C -3.44154 0.01211 -0.59694
C -0.15754 -0.11742 0.37519
C -2.28940 -0.63893 -0.48425
C 2.28013 -0.63808 -0.49719
C 2.83947 0.52543 0.10599
H -4.36523 -0.51226 -0.35708
H -0.20718 -1.09358 0.88737
H 2.21388 -0.67628 -1.58691
H -2.20610 -1.67779 -0.15264
H 2.58189 -1.59900 -0.07364
H -3.47601 1.09962 -0.66913
*
```

=====

2.
CH3I2O2P | ωB97M-V/def2-TZVPD

Computed properties:
Max |F| = 6.0 eV/Å
Relative energy (zero: lowest compared OMol25 entry of this formula, charge and spin) = 58.5 kcal/mol
Orbital gap = 7.65 eV
HOMO = -9.838 eV

Geometry as ORCA input:
```
! RIJCOSX wB97M-V def2-TZVPD def2/J DEFGRID3
* xyz 0 1
I 2.48897 0.73896 -0.95730
I 0.24804 2.17661 2.01047
P 0.29211 1.51380 -0.33693
O -0.91827 -0.29271 -0.49800
O -0.28533 2.38751 -1.32067
C -0.54865 -1.39127 0.15607
H -0.63787 -2.15119 -0.67398
H -1.13328 -1.73630 1.15415
H 0.49428 -1.24542 0.46620
*
```

=====

3.
C10H13N2S2 | ωB97M-V/def2-TZVPD

Computed properties:
Max |F| = 5.9 eV/Å
Relative energy (zero: lowest compared OMol25 entry of this formula, charge and spin) = 44.0 kcal/mol
Structure (SMILES) = CN1CSc2ccc3c(c21)SC[N@@H+]3C
Orbital gap = 8.02 eV
HOMO = -10.951 eV

Geometry as ORCA input:
```
! RIJCOSX wB97M-V def2-TZVPD def2/J DEFGRID3
* xyz 1 1
S 0.25830 1.68339 1.21003
S -2.22688 -2.91229 -0.62780
N -2.09449 -0.70649 0.94910
N 2.28473 1.09171 -0.60253
C -0.91070 -0.73121 0.26579
C -2.93067 -1.83822 0.79163
C -0.84457 -1.79933 -0.68466
C 2.05612 1.62792 0.78445
C 1.39543 -0.09464 -0.65959
C 0.08834 0.16539 0.38051
C 0.24727 -2.02815 -1.43109
C 1.38162 -1.21884 -1.39249
C 1.93189 2.12325 -1.60331
C -2.39478 0.35908 1.94516
H 3.18510 0.79994 -0.72475
H 1.94363 1.71810 -2.53178
H -3.91905 -1.75637 0.48822
H -2.37326 -0.05817 3.07823
H -3.01679 -2.59826 1.52055
H 2.11069 -1.67209 -2.05660
H 2.71985 0.97307 1.43880
H 2.51773 2.50831 0.85040
H -1.79113 1.12927 1.66416
H 0.99434 2.40117 -1.37418
H -3.43151 0.63580 1.62829
H 2.54460 3.04034 -1.27973
H 0.27419 -2.84267 -2.02683
*
```

=====

4.
C51H46F6N2O18 | ωB97M-V/def2-TZVPD

Computed properties:
Max |F| = 1.5 eV/Å
Structure (SMILES) = CCCCNc1c(C(F)(F)c2cccc(C(F)(F)F)c2)cc2c(c1[C@H](C)CC)C(=O)N([C@@H](F)CC)C2=O.O=C1C=C(O)C(=O)C=C1O.O=C1C=C(O)C(=O)C=C1O.O=C1C=C(O)C(=O)C=C1O.O=C1C=C(O)C(=O)C=C1O
Orbital gap = 7.61 eV
HOMO = -9.295 eV

Geometry as ORCA input:
```
! RIJCOSX wB97M-V def2-TZVPD def2/J DEFGRID3
* xyz 0 1
F -0.27347 -3.11979 0.86945
F -1.06260 2.84298 -3.52250
F 3.04561 6.13574 0.86191
F -1.60022 2.97550 -1.41925
F 0.92770 6.02196 1.28471
F 1.68684 7.53291 -0.04489
O 4.98410 -2.95644 -0.47932
O 3.32185 5.16152 5.48621
O -4.80632 2.50791 3.63114
O -0.76644 4.02841 1.82831
O 3.24998 4.02291 3.11210
O -3.86481 2.51033 6.07868
O -6.38872 -5.61956 -2.89727
O 4.39149 -3.75956 2.01181
O -6.78414 -2.42258 1.53280
O -7.46006 -6.50888 -0.67467
O 7.35532 -6.96751 -0.96546
O 7.93899 4.23074 3.09357
O 8.01715 5.29289 5.48733
O 3.11830 -0.24504 0.77238
O 6.70668 -7.79812 1.43307
O 1.55114 -3.62175 -1.32043
O 0.23004 3.95404 4.29627
O -5.75244 -1.50577 -0.74332
N 1.77659 -2.13409 0.47891
N -1.68436 0.28756 -3.73856
C -3.04186 2.87768 5.10863
C 5.05693 -4.52890 1.34869
C 5.58822 4.06161 2.97916
C 6.19166 -4.91950 -0.83333
C -7.07290 -5.35643 -0.62733
C -2.52259 -4.04891 -3.89533
C -6.12752 -2.66390 -0.75708
C -7.16648 -4.51199 0.54749
C 5.50805 -5.82127 1.83971
C 1.07563 -2.78554 2.76337
C -6.45706 -4.78092 -1.87426
C 4.43792 4.31184 3.62109
C -0.93825 3.62490 4.19391
C 0.69714 -1.32748 -1.43297
C -1.76770 3.23603 5.31856
C 0.13322 -2.68735 -4.38760
C -3.03358 0.51179 -3.23125
C -5.23486 1.43418 -4.07065
C 1.68501 5.30798 -0.84206
C 5.67391 5.27948 5.62034
C 6.65778 -6.19607 -0.33186
C -4.04550 0.52579 -4.37322
C 1.19444 -0.25117 -0.73716
C -2.20721 -2.64434 -3.35688
C 1.74791 -1.71031 3.63548
C 1.58727 3.59825 -3.00433
C -0.17714 1.20057 -2.01614
C 4.40907 4.95200 4.98528
C 0.77831 1.02432 -1.01820
C 0.55432 3.61659 -2.07385
C 2.17139 -0.75427 0.27845
C -2.82560 3.26788 2.60878
C 2.68601 4.44481 -2.85757
C -0.70197 0.11267 -2.72325
C 6.84892 4.40813 3.60571
C 1.35434 -2.55808 -0.84584
C -0.25296 -1.19995 -2.44145
C 6.25707 -6.60776 1.05728
C 2.73578 5.30392 -1.76581
C -3.64592 2.86165 3.73068
C -0.58817 2.64657 -2.26018
C -0.70640 -2.47624 -3.12744
C 5.43615 -4.12804 -0.05671
C 1.83824 6.25276 0.31922
C -5.86738 1.00991 -2.74655
C 0.59869 4.47259 -0.99915
C -6.72497 -3.24631 0.49690
C 6.82181 5.02538 4.97869
C 0.65146 -2.25872 1.41214
C -1.55350 3.63199 2.81658
C -6.01746 -3.51643 -1.92726
H -5.57305 -3.09435 -2.81825
H -2.56672 -3.99025 -4.97878
H -3.56949 0.75965 -5.31960
H -5.98008 1.35322 -4.85367
H 1.18082 1.85037 -0.45870
H 2.58572 4.30553 3.77447
H 0.14801 -1.30076 1.56672
H -2.58830 -1.93071 -4.06780
H -5.29738 1.42248 -1.92191
H 0.10381 4.23596 2.21831
H 5.64440 5.72489 6.60448
H 5.21860 -6.10680 2.84096
H -5.87324 -0.06486 -2.63361
H 8.66585 5.01234 4.81321
H 1.17847 -2.63280 -4.10046
H 1.52865 2.91486 -3.83647
H -3.49355 -4.40178 -3.57111
H 1.17541 -1.56905 4.54230
H -7.59824 -4.93843 1.44161
H 3.48997 4.41259 -3.57099
H -1.73651 -4.75746 -3.66313
H 4.46222 -2.56675 0.25189
H 3.56763 5.96896 -1.61609
H -6.42073 -1.56439 1.24380
H 6.47155 -4.64269 -1.83969
H -6.88564 1.36117 -2.62256
H -0.19680 4.46751 -0.27736
H -4.71718 2.30024 5.65064
H -2.70698 -2.49178 -2.40310
H -4.86277 2.45225 -3.98952
H -3.27721 3.26871 1.62626
H -3.25058 -0.32152 -2.57423
H 1.81982 -0.76704 3.10902
H 7.22057 -8.14217 0.67710
H 2.73263 -2.04622 3.92951
H 0.15704 -3.11804 3.23368
H 5.61877 3.60461 2.00016
H -6.77712 -6.46020 -2.58571
H -1.32189 3.24995 6.30283
H -3.15716 1.40607 -2.62011
H -1.38947 1.00298 -4.38275
H -0.00886 -3.69269 -4.76009
H -4.47517 -0.47058 -4.46620
H 1.71099 -3.64693 2.60133
H -0.43492 -3.27842 -2.45325
H -0.07977 -1.94541 -5.14753
*
```

=====

5.
C27H32AlAsBrIN3OSi2 | ωB97M-V/def2-TZVPD

Computed properties:
Max |F| = 0.4 eV/Å
Relative energy (zero: lowest compared OMol25 entry of this formula, charge and spin) = 0.0 kcal/mol
Orbital gap = 7.14 eV
HOMO = -10.710 eV

Geometry as ORCA input:
```
! RIJCOSX wB97M-V def2-TZVPD def2/J DEFGRID3
* xyz 1 1
I 0.81168 -3.04170 -1.34867
Br 2.43323 5.85237 2.36936
As 1.03502 -0.59786 -0.69869
Si 1.81815 0.41711 -2.70977
Si 3.01550 -0.78665 0.62706
Al -1.52780 0.11335 -0.12814
O -1.19196 1.85352 -0.24813
N -0.82829 0.27525 1.85518
N -3.00875 0.29823 -1.49890
N -2.68316 -1.24321 0.92555
C -0.69006 -1.10154 3.93867
C 1.04455 3.39199 2.19406
C -4.33696 -2.96547 1.11541
C -2.32607 -1.37632 -3.03142
C 4.21899 -1.98392 -0.09094
C -0.21786 3.98826 -0.22055
C -0.42955 2.72696 0.35582
C 0.19952 2.44207 1.58459
C -1.23103 -2.17105 4.68727
C -4.33032 -0.08744 -3.41281
C 2.39346 -1.42163 2.25281
C -3.89746 -3.30836 2.36005
C -2.10849 -0.65461 -1.86345
C 1.85279 2.22402 -2.27032
C -2.25992 -1.56128 2.19026
C -4.08101 0.60042 -2.24500
C -0.13929 1.26148 2.31518
C 0.62558 4.89568 0.37579
C -2.81920 -2.60566 2.93723
C -2.27969 -2.90049 4.21124
C 3.50752 -0.22737 -3.10446
C 0.70242 0.15255 -4.15287
C -1.20829 -0.78339 2.71787
C -3.68969 -1.93543 0.41639
C -3.44564 -1.09644 -3.79933
C 1.27188 4.58976 1.58465
C 3.70538 0.92669 0.77574
H 0.79082 5.86338 -0.08217
H 1.50845 3.16515 3.14876
H 1.90759 -2.39267 2.11786
H -5.19977 0.15408 -4.00964
H -4.73495 1.38885 -1.89086
H -5.15932 -3.48406 0.64229
H 0.19727 1.23274 3.35160
H -2.70166 -3.71348 4.79046
H -0.72512 4.22186 -1.14819
H 2.28102 2.41718 -1.28255
H -1.63040 -2.15170 -3.32826
H 1.66805 -0.73484 2.69544
H 3.83194 -3.00220 -0.01012
H -0.80249 -2.40443 5.65318
H 3.81794 0.19456 -4.06818
H 4.48407 0.95109 1.54704
H 0.62103 -0.89995 -4.43685
H 0.14294 -0.54748 4.35236
H 0.83387 2.62758 -2.28175
H 5.15737 -1.92535 0.47313
H -3.63758 -1.65892 -4.70621
H -3.99521 -1.68853 -0.59112
H 4.24402 0.07234 -2.35366
H -4.36353 -4.11715 2.91296
H 1.14752 0.70031 -4.99220
H 3.22156 -1.54820 2.95892
H 3.51845 -1.31844 -3.19261
H 2.44822 2.77270 -3.00948
H 4.15612 1.25572 -0.16585
H -0.29974 0.54737 -3.97471
H 4.43795 -1.78498 -1.13961
H 2.92840 1.64758 1.05329
*
```

=====

6.
C4H12O | ωB97M-V/def2-TZVPD

Computed properties:
Max |F| = 3.1 eV/Å
Relative energy (zero: lowest compared OMol25 entry of this formula, charge and spin) = 46.7 kcal/mol
Structure (SMILES) = CCO.CC
Orbital gap = 10.91 eV
HOMO = -10.063 eV

Geometry as ORCA input:
```
! RIJCOSX wB97M-V def2-TZVPD def2/J DEFGRID3
* xyz 0 1
O -0.11441 1.56340 0.35064
C -0.70811 -1.15761 1.07289
C -0.03615 0.30836 -1.83612
C 0.46169 -2.08784 1.35742
C 0.47594 1.43761 -0.93490
H 1.19694 -1.78008 2.05355
H -0.11950 0.99896 -2.71885
H 1.54140 1.24072 -0.61151
H -1.53090 -1.51038 1.60741
H -0.86258 -1.17396 -0.04569
H 0.77685 -0.51722 -2.04795
H -0.57123 -0.08790 1.29097
H 0.33449 2.48546 -1.35658
H -1.09065 -0.05394 -1.58361
H 0.97557 -2.33928 0.44582
H -0.04618 -3.01557 1.90047
H -0.84915 2.24282 0.30501
*
```

=====

Q: Which of these has the lowest max |F|?
A: C27H32AlAsBrIN3OSi2

=====

Q: max |F| of number 3 (C10H13N2S2)?
A: 5.9 eV/Å

=====

Q: Look up the HOMO of the fifth one.
A: -10.710 eV

=====

Q: What is the HOMO in the fifth record?
A: -10.710 eV